C21H66O19 | wB97M-V/def2-TZVPD

The value obtained for the LUMO energy is 0.037 eV. Its structure (SMILES) is OCCO.OCCO.OCCO.OCCO.OCCO.OCCO.OCCO.CCO.CCO.CO.CO.CO. Its net charge is 0. Its HOMO energy is -0.373 Ha. The spin multiplicity is 1.

```
106
Properties=species:S:1:pos:R:3:mulliken_charge:R:1
C -0.197 -4.375 6.781 -0.468
O -0.079 -4.158 5.358 -0.481
H -1.270 -4.342 6.972 0.258
H 0.215 -5.370 6.953 0.192
H 0.364 -3.648 7.368 0.194
H -0.963 -4.021 5.011 0.304
C 5.460 2.499 4.178 -0.448
O 4.818 3.740 4.418 -0.511
H 5.330 1.878 5.065 0.212
H 5.015 1.963 3.339 0.216
H 6.517 2.671 3.975 0.239
H 5.086 4.441 3.819 0.293
C 0.495 -0.481 0.175 -0.430
O 0.411 0.611 -0.734 -0.494
H -0.457 -0.993 0.316 0.194
H 1.220 -1.226 -0.152 0.204
H 0.795 -0.108 1.155 0.227
H 1.133 1.220 -0.562 0.301
C 5.401 -4.128 2.822 -0.454
C 5.456 -5.388 1.943 -0.362
O 4.303 -5.532 1.134 -0.493
O 4.659 -4.403 4.011 -0.512
H 5.160 -3.260 2.209 0.262
H 6.406 -3.874 3.160 0.321
H 5.497 -6.276 2.573 0.296
H 6.351 -5.455 1.324 0.334
H 4.293 -6.455 0.869 0.296
H 3.727 -4.325 3.797 0.309
C 4.716 4.429 -2.472 -0.407
C 6.219 4.540 -2.819 -0.399
O 6.908 5.680 -2.272 -0.522
O 4.572 4.129 -1.107 -0.514
H 4.267 3.659 -3.100 0.342
H 4.270 5.376 -2.774 0.270
H 6.267 4.494 -3.907 0.331
H 6.688 3.608 -2.503 0.285
H 7.785 5.808 -2.641 0.298
H 5.011 4.799 -0.577 0.313
C 4.557 -2.101 -4.662 -0.577
C 5.285 -1.803 -3.356 -0.114
O 6.596 -2.354 -3.363 -0.508
O 4.457 -3.525 -4.944 -0.480
H 5.030 -1.573 -5.490 0.334
H 3.532 -1.735 -4.693 0.321
H 4.848 -2.275 -2.476 0.223
H 5.305 -0.744 -3.100 0.190
H 6.972 -2.342 -4.246 0.314
H 3.863 -3.836 -4.257 0.298
C -1.712 -6.613 -1.763 -0.607
C -1.232 -5.493 -2.721 -0.208
O 0.211 -5.361 -2.484 -0.527
O -1.173 -7.877 -2.051 -0.507
H -2.796 -6.575 -1.660 0.351
H -1.389 -6.350 -0.755 0.350
H -1.775 -4.588 -2.448 0.241
H -1.458 -5.659 -3.774 0.263
H 0.518 -5.534 -1.591 0.307
H -0.216 -7.829 -2.004 0.337
C -7.069 1.120 -1.260 -0.495
C -5.858 1.755 -0.556 -0.268
O -6.104 3.038 -0.026 -0.514
O -8.207 1.138 -0.410 -0.528
H -6.676 0.208 -1.708 0.351
H -7.284 1.815 -2.072 0.273
H -4.966 1.745 -1.182 0.346
H -5.601 1.034 0.219 0.226
H -5.298 3.365 0.380 0.289
H -8.600 2.013 -0.383 0.318
C -5.599 -4.283 3.342 -0.352
C -6.791 -3.710 2.495 -0.420
O -7.092 -2.438 3.082 -0.536
O -4.446 -3.455 3.143 -0.492
H -5.408 -5.285 2.955 0.293
H -5.833 -4.417 4.398 0.248
H -7.632 -4.393 2.380 0.336
H -6.453 -3.397 1.507 0.295
H -7.522 -1.856 2.451 0.303
H -4.753 -2.545 3.140 0.323
C -2.209 6.935 -1.361 -0.276
C -1.476 6.581 -0.051 -0.375
O -2.383 6.041 0.931 -0.487
O -1.318 7.347 -2.388 -0.509
H -2.928 7.691 -1.044 0.270
H -2.706 6.011 -1.657 0.214
H -0.965 7.495 0.250 0.286
H -0.674 5.871 -0.252 0.278
H -1.907 6.045 1.764 0.289
H -1.795 7.873 -3.034 0.311
C -2.458 2.991 -6.126 -0.885
C -2.801 2.148 -7.427 -0.218
O -1.964 2.446 -8.555 -0.526
H -1.520 2.582 -5.749 0.252
H -3.218 2.858 -5.356 0.284
H -2.361 4.063 -6.296 0.276
H -3.811 2.352 -7.782 0.314
H -2.625 1.088 -7.247 0.198
H -2.500 2.598 -9.337 0.305
C -2.054 1.887 4.979 -0.969
C -0.847 2.805 5.452 -0.195
O -1.319 4.135 5.571 -0.540
H -2.447 2.304 4.052 0.245
H -2.822 1.917 5.752 0.299
H -1.674 0.893 4.745 0.321
H -0.134 2.830 4.628 0.240
H -0.444 2.440 6.397 0.309
H -0.715 4.760 5.980 0.292
```

C23H24MnN2O2 | wB97M-V/def2-TZVPD

The value obtained for the LUMO energy (alpha / beta) is 4.992 / 4.946 eV. Its net charge is -2. Its HOMO energy (alpha / beta) is 0.109 / -0.049 Ha. The spin multiplicity is 6.

```
52
Properties=species:S:1:pos:R:3:mulliken_charge:R:1
C 0.954 -1.017 -3.765 -0.571
C -0.450 -0.984 -4.074 -0.222
C -1.140 -1.772 -3.085 -0.499
C -0.157 -2.284 -2.165 -0.371
C 1.141 -1.828 -2.599 0.119
Mn -0.142 -0.142 -2.161 -0.589
C -0.966 1.534 -3.001 -0.739
C 0.473 2.008 -3.177 0.437
C 0.882 2.936 -4.115 -1.181
N 1.209 1.288 -2.326 -0.040
H -2.207 -1.985 -3.074 0.440
H -0.901 -0.478 -4.919 0.542
H -0.335 -2.996 -1.361 0.147
H 2.103 -2.103 -2.169 0.517
H 1.746 -0.562 -4.359 0.325
H -1.539 1.420 -3.926 0.317
H 2.018 1.679 -1.846 0.109
H -1.482 2.129 -2.230 0.311
H 0.126 3.383 -4.751 0.282
H 1.927 3.189 -4.258 0.290
C 3.324 1.024 1.676 -1.863
C 2.475 -0.214 1.529 1.424
C 2.954 -1.280 0.768 -1.213
C 2.197 -2.438 0.585 -0.029
C 0.925 -2.512 1.128 -1.249
C 0.398 -1.415 1.831 -0.209
N -0.926 -1.550 2.240 0.492
C -1.929 -0.596 2.400 -0.219
C -2.909 -0.817 3.383 -1.947
C -3.841 0.169 3.683 0.573
C -3.812 1.394 3.005 -1.029
C -2.879 1.604 1.988 -0.184
C -1.994 0.586 1.638 1.079
C -1.124 0.752 0.428 -0.096
O -0.492 1.819 0.270 -0.651
O -1.127 -0.258 -0.384 -0.591
C 1.212 -0.300 2.139 0.610
C 0.782 0.781 3.078 -1.630
H 2.808 1.910 1.279 0.293
H 3.575 1.229 2.725 0.390
H 4.263 0.904 1.122 0.405
H 3.947 -1.203 0.319 0.164
H 2.592 -3.285 0.020 0.617
H 0.298 -3.395 0.981 0.574
H -1.220 -2.505 2.439 -0.025
H -2.881 -1.755 3.943 0.095
H -4.569 -0.006 4.477 0.731
H -4.516 2.186 3.260 0.222
H -2.829 2.536 1.426 0.493
H 0.462 1.676 2.525 0.174
H -0.041 0.474 3.730 0.296
H 1.618 1.070 3.731 0.681
```

C23H30Cl5NO7ReSi3 | wB97M-V/def2-TZVPD

The relative energy (zero: lowest compared OMol25 entry of this formula, charge and spin) is 2.34 kcal per mole. The value obtained for the LUMO energy (alpha / beta) is -1.732 / -1.402 eV. Its net charge is 0. Its HOMO energy (alpha / beta) is -0.314 / -0.308 Ha. The spin multiplicity is 2.

```
70
Properties=species:S:1:pos:R:3:mulliken_charge:R:1
Re -0.448 0.753 -0.694 0.811
O -0.357 -3.216 -5.325 -0.550
C -0.302 -2.368 -4.283 0.786
C 0.768 -1.498 -4.070 -0.609
C 0.719 -0.672 -2.970 0.546
N -0.286 -0.727 -2.108 0.438
C -1.334 -1.511 -2.328 0.592
C -1.395 -2.350 -3.411 -0.709
C -2.442 -1.250 -1.345 -0.065
O -3.469 -1.859 -1.296 -0.651
O -2.123 -0.216 -0.558 -0.378
C 1.685 0.431 -2.636 -0.336
O 2.695 0.650 -3.240 -0.649
O 1.252 1.115 -1.578 -0.437
H 0.426 -3.126 -5.879 0.319
H 1.608 -1.426 -4.749 0.528
H -2.268 -2.962 -3.585 0.608
Cl -4.023 6.896 -1.596 -0.190
C -3.225 5.388 -1.802 0.464
C -2.575 4.789 -0.734 -0.372
Cl -2.544 5.531 0.816 -0.209
C -1.944 3.570 -0.929 0.658
Cl -1.130 2.798 0.429 -0.201
C -1.911 2.895 -2.151 -0.586
O -1.302 1.756 -2.322 -0.598
C -2.584 3.526 -3.218 0.227
Cl -2.574 2.722 -4.736 -0.183
C -3.225 4.743 -3.047 0.102
Cl -4.030 5.473 -4.375 -0.182
C 1.153 -3.796 -0.979 -1.171
O 0.672 -2.585 -0.441 -0.477
Si 1.522 -1.670 0.680 -0.332
C 1.888 -2.863 2.085 -1.267
C 3.183 -1.271 -0.107 -1.030
C 0.472 -0.176 1.100 1.852
Si 1.566 1.066 2.047 0.220
C 2.779 0.242 3.234 -1.238
C 0.645 2.304 3.144 -1.201
C 2.622 2.151 0.931 -1.127
Si -0.925 -0.746 2.279 0.987
C -2.358 0.467 2.478 -1.318
C -1.707 -2.373 1.723 -1.270
C -0.332 -1.032 4.049 -1.307
H 1.490 -4.489 -0.203 0.359
H 1.983 -3.624 -1.673 0.292
H 0.340 -4.277 -1.528 0.268
H 2.536 -3.659 1.708 0.422
H 0.979 -3.332 2.465 0.325
H 2.408 -2.394 2.919 0.429
H 3.599 -2.189 -0.531 0.399
H 3.904 -0.912 0.628 0.413
H 3.142 -0.528 -0.902 0.154
H 2.281 -0.330 4.017 0.381
H 3.343 1.042 3.719 0.464
H 3.502 -0.410 2.745 0.300
H -0.142 1.887 3.767 0.314
H 0.232 3.151 2.594 0.330
H 1.400 2.720 3.817 0.476
H 3.301 1.574 0.303 0.325
H 3.226 2.794 1.578 0.492
H 2.046 2.801 0.273 0.240
H -2.946 0.591 1.570 0.292
H -2.079 1.451 2.854 0.305
H -3.019 0.015 3.225 0.440
H -1.220 -2.814 0.854 0.139
H -2.758 -2.220 1.475 0.389
H -1.662 -3.105 2.533 0.460
H 0.028 -0.131 4.546 0.323
H 0.443 -1.794 4.127 0.357
H -1.198 -1.389 4.614 0.418
```